# 1
The following is a quantum chemistry calculation of one molecule with the formula C4H7N3O2, from the OMol25 dataset.

Positions of all 16 atoms, in Å:
H (2.201, -0.132, 1.306)
N (2.740, 0.122, 0.475)
C (2.064, 0.536, -0.489)
C (0.563, 0.777, -0.574)
C (-0.255, -0.486, -0.444)
C (-0.584, -1.249, -1.479)
N (-0.597, -0.912, 0.845)
N (-1.407, -0.354, 1.556)
O (-1.740, -0.633, 2.672)
O (-2.080, 0.799, 0.994)
H (2.620, 0.803, -1.382)
H (0.294, 1.476, 0.223)
H (0.329, 1.241, -1.532)
H (-0.297, -0.992, -2.481)
H (-1.162, -2.146, -1.350)
H (-2.689, 1.148, 1.660)

## Properties
Kohn-Sham gap: 9.93 eV
LUMO: 0.5 eV
Electronic energy: -12821.7242 eV
SMILES: [H]/N=C\CC(=C)/N=[N+](/[O-])O
Highest occupied orbital energy: -9.4 eV

# 2
The following is a quantum chemistry calculation of C20H27N4O6SSiTl as an isolated structure, from the OMol25 dataset.

Positions of all 60 atoms, in Å:
Tl (0.858, 1.004, -1.059)
O (-4.443, -2.132, 4.784)
C (-4.037, -2.338, 3.481)
O (-4.643, -3.174, 2.844)
C (-2.962, -1.498, 2.984)
C (-2.314, -0.494, 3.726)
C (-1.310, 0.284, 3.216)
C (-0.861, 0.140, 1.851)
C (-1.487, -0.939, 1.128)
C (-2.486, -1.695, 1.665)
N (0.049, 0.901, 1.269)
C (0.674, 1.931, 1.973)
C (1.806, 2.522, 1.481)
C (2.498, 3.577, 2.195)
C (3.605, 4.155, 1.679)
C (4.100, 3.749, 0.403)
C (3.406, 2.772, -0.256)
N (2.324, 2.147, 0.246)
H (-3.883, -1.451, 5.169)
H (-2.585, -0.293, 4.762)
H (-0.843, 1.013, 3.861)
H (-1.106, -1.178, 0.145)
H (-2.927, -2.495, 1.080)
H (0.283, 2.283, 2.920)
H (2.100, 3.884, 3.157)
H (4.107, 4.939, 2.238)
H (4.964, 4.209, -0.054)
H (3.674, 2.449, -1.255)
N (-1.673, 1.081, -1.410)
C (-2.155, 2.365, -0.936)
C (-1.297, 3.475, -1.527)
N (0.101, 3.308, -1.171)
H (-1.628, 1.018, -2.422)
H (-2.172, 0.299, -1.008)
H (-2.073, 2.367, 0.155)
H (-3.205, 2.559, -1.196)
H (-1.695, 4.443, -1.196)
H (-1.351, 3.440, -2.616)
H (0.355, 3.725, -0.284)
H (0.720, 3.621, -1.932)
O (1.432, 3.531, -3.674)
S (1.498, 2.064, -3.843)
O (1.879, 1.663, -5.184)
O (2.458, 1.500, -2.804)
O (0.167, 1.481, -3.434)
C (1.427, -4.816, 0.175)
Si (0.701, -4.160, -1.426)
C (-1.113, -4.636, -1.516)
C (1.619, -4.912, -2.884)
C (0.839, -2.349, -1.469)
C (0.917, -1.138, -1.396)
H (1.357, -5.905, 0.227)
H (0.895, -4.392, 1.027)
H (2.477, -4.531, 0.265)
H (-1.241, -5.722, -1.512)
H (-1.568, -4.239, -2.424)
H (-1.656, -4.228, -0.662)
H (1.555, -6.004, -2.869)
H (2.671, -4.627, -2.863)
H (1.198, -4.553, -3.824)

## Properties
Kohn-Sham gap: 4.84 eV
LUMO: 4.4 eV
Electronic energy: -62831.5307 eV
Highest occupied orbital energy: -0.4 eV
Total charge: -2

# 3
The following is a quantum chemistry calculation of C4H34BO25 as an isolated structure, from the OMol25 dataset.

Positions of all 64 atoms, in Å:
O (-0.556, -0.729, -4.076)
C (-0.062, -1.092, -3.014)
O (-0.713, -1.373, -1.952)
B (0.292, -1.421, -0.872)
O (1.526, -1.049, -1.535)
C (1.270, -0.759, -2.699)
O (2.083, -0.126, -3.439)
O (0.286, -2.716, -0.172)
C (-0.036, -2.459, 1.003)
O (0.027, -3.248, 1.983)
C (-0.258, -1.077, 1.184)
O (-0.014, -0.404, 0.183)
O (-0.573, -0.613, 2.242)
O (0.663, -1.714, 4.607)
H (1.415, -2.061, 4.070)
H (-0.141, -1.912, 4.122)
O (-4.338, -1.078, -1.943)
H (-4.312, -1.922, -1.517)
H (-3.468, -0.752, -1.696)
O (0.284, 1.903, -1.340)
H (0.870, 1.371, -0.767)
H (-0.573, 1.599, -1.065)
O (-3.861, -1.027, 4.083)
H (-3.342, -0.678, 3.330)
H (-3.628, -1.923, 4.037)
O (-1.116, 2.713, 1.295)
H (-0.883, 3.620, 1.062)
H (-0.320, 2.237, 1.087)
O (1.758, 0.718, 3.620)
H (2.656, 0.483, 3.767)
H (1.246, 0.014, 4.078)
O (-1.827, -3.126, 4.542)
H (-2.600, -3.721, 4.763)
H (-1.220, -3.518, 3.940)
O (-2.261, 0.743, -0.905)
H (-2.834, 1.426, -1.256)
H (-2.223, 0.806, 0.047)
O (-3.178, 0.693, 1.888)
H (-2.710, 1.526, 1.989)
H (-3.866, 0.871, 1.254)
O (-1.148, 1.270, 4.070)
H (-0.901, 2.154, 3.767)
H (-0.860, 0.589, 3.466)
O (5.173, -0.060, -3.260)
H (4.249, -0.073, -2.892)
H (5.010, -0.006, -4.197)
O (2.877, 2.739, -2.646)
H (3.301, 2.330, -1.899)
H (1.936, 2.701, -2.527)
O (2.474, -2.578, 3.095)
H (1.729, -2.794, 2.537)
H (2.964, -1.940, 2.607)
O (3.534, 2.009, -5.446)
H (3.200, 2.220, -4.557)
H (4.407, 2.277, -5.427)
O (0.737, 1.502, -5.224)
H (0.127, 0.949, -4.723)
H (1.476, 0.938, -4.923)
O (1.618, 2.006, 1.278)
H (1.636, 2.904, 1.606)
H (1.559, 1.473, 2.049)
O (-2.927, -0.053, -4.500)
H (-2.067, -0.277, -4.226)
H (-3.536, -0.525, -3.957)

## Properties
Kohn-Sham gap: 9.01 eV
LUMO: 1.4 eV
Electronic energy: -56571.7406 eV
Highest occupied orbital energy: -7.6 eV
Total charge: -1

# 4
The following is a quantum chemistry calculation of C8H19ClI2InO2P as an isolated structure, from the OMol25 dataset.

Positions of all 34 atoms, in Å:
I (0.713, 2.743, -0.472)
I (0.200, -2.743, 0.790)
In (-0.148, -0.079, -0.388)
P (1.909, -0.587, -1.802)
C (3.564, -0.551, -1.088)
C (1.641, -2.222, -2.525)
H (0.831, 0.697, -3.519)
H (2.464, 0.175, -4.022)
H (2.247, 1.550, -2.882)
C (1.869, 0.570, -3.191)
H (0.589, -2.314, -2.822)
H (2.278, -2.350, -3.408)
H (4.311, -0.796, -1.855)
H (3.645, -1.282, -0.274)
H (1.849, -3.005, -1.788)
H (3.786, 0.447, -0.690)
C (1.731, 0.217, 1.548)
O (2.367, 0.377, 2.479)
Cl (-1.752, -0.369, -2.136)
C (-1.777, -0.966, 3.375)
C (-2.298, -0.534, 2.024)
O (-1.448, 0.507, 1.471)
C (-1.990, 1.839, 1.581)
C (-2.927, 2.178, 0.445)
H (-0.763, -1.374, 3.246)
H (-2.417, -1.762, 3.778)
H (-1.769, -0.123, 4.086)
H (-2.296, -1.374, 1.306)
H (-3.326, -0.147, 2.079)
H (-2.492, 1.910, 2.554)
H (-1.121, 2.520, 1.601)
H (-3.785, 1.488, 0.407)
H (-3.303, 3.199, 0.603)
H (-2.380, 2.161, -0.511)

## Properties
Kohn-Sham gap (alpha / beta): 4.61 / 3.24 eV
LUMO (alpha / beta): -12.3 / -12.5 eV
Electronic energy: -55868.0622 eV
Highest occupied orbital energy (alpha / beta): -16.9 / -15.7 eV
Total charge: +2

# 5
The following is a quantum chemistry calculation of a 2-piece molecular cluster, C2H8Cl2Si2 overall, from the OMol25 dataset.

Positions of all 14 atoms, in Å:
C (2.799, 0.560, -0.289)
C (-1.907, -1.695, -0.210)
Si (2.831, 2.091, 1.059)
Si (-1.903, 0.164, -0.238)
Cl (-3.032, 1.057, 1.176)
Cl (-2.527, 0.977, -1.906)
H (1.832, 0.617, -0.751)
H (3.748, 0.717, -0.791)
H (3.022, -0.330, 0.364)
H (-2.920, -2.030, 0.071)
H (-1.447, -2.165, -1.045)
H (-1.429, -2.093, 0.684)
H (1.427, 1.790, 1.653)
H (-0.492, 0.341, 0.223)

## Properties
Kohn-Sham gap: 7.69 eV
LUMO: -0.7 eV
Electronic energy: -43003.8916 eV
Highest occupied orbital energy: -8.4 eV

# 6
The following is a quantum chemistry calculation of C28H43BrN2P2ReS as an isolated structure, from the OMol25 dataset.

Positions of all 78 atoms, in Å:
N (-5.829, -1.499, 4.686)
C (-4.886, -0.751, 5.257)
C (-4.207, 0.256, 4.555)
C (-4.511, 0.460, 3.190)
C (-5.568, -0.298, 2.630)
C (-6.175, -1.292, 3.416)
C (-3.668, 1.275, 2.338)
Re (-0.232, 1.144, -1.298)
P (2.660, 0.921, -1.671)
C (-3.762, 1.273, 0.979)
C (-2.641, 1.567, 0.076)
C (-2.654, 1.212, -1.293)
C (-1.942, 1.997, -2.233)
C (-1.058, 2.934, -1.696)
C (-0.680, 2.996, -0.361)
C (-1.356, 2.053, 0.471)
Br (0.861, 2.852, -3.173)
H (-2.914, 1.874, 2.853)
H (-4.696, 1.012, 0.464)
H (-3.414, 0.829, 5.047)
H (-5.868, -0.169, 1.585)
H (-4.658, -0.942, 6.312)
H (-6.962, -1.918, 2.987)
H (-3.360, 0.467, -1.672)
H (-1.043, 1.944, 1.507)
H (-2.126, 1.920, -3.297)
H (0.067, 3.681, 0.013)
P (-0.446, -1.335, -0.621)
C (3.405, 2.498, -1.060)
C (4.428, 3.167, -1.969)
H (3.859, 2.250, -0.088)
H (2.569, 3.187, -0.864)
H (4.750, 4.111, -1.507)
H (5.336, 2.560, -2.096)
H (4.004, 3.417, -2.950)
C (2.915, 0.537, -3.472)
C (4.316, 0.572, -4.047)
H (2.292, 1.279, -4.013)
H (2.437, -0.441, -3.641)
H (4.247, 0.467, -5.139)
H (4.818, 1.527, -3.848)
H (4.925, -0.264, -3.682)
C (3.587, -0.378, -0.786)
C (5.109, -0.260, -0.789)
H (3.276, -1.331, -1.242)
H (3.210, -0.350, 0.248)
H (5.524, -1.120, -0.245)
H (5.534, -0.285, -1.802)
H (5.453, 0.650, -0.275)
C (0.359, -2.425, 0.640)
C (1.797, -2.869, 0.417)
H (-0.281, -3.317, 0.737)
H (0.262, -1.887, 1.597)
H (1.972, -3.820, 0.938)
H (2.025, -3.028, -0.642)
H (2.508, -2.148, 0.834)
C (-0.120, -2.158, -2.245)
C (-0.963, -1.578, -3.373)
H (-0.319, -3.232, -2.102)
H (0.955, -2.041, -2.451)
H (-0.700, -2.084, -4.310)
H (-2.038, -1.725, -3.205)
H (-0.781, -0.499, -3.509)
C (-2.216, -1.868, -0.279)
C (-2.613, -1.978, 1.197)
H (-2.342, -2.833, -0.794)
H (-2.864, -1.143, -0.791)
H (-3.703, -1.897, 1.317)
H (-2.309, -2.939, 1.635)
H (-2.155, -1.177, 1.796)
S (0.604, -1.074, 4.155)
C (2.050, -0.444, 3.440)
C (1.754, 0.567, 2.543)
N (0.401, 0.835, 2.440)
C (-0.326, 0.050, 3.212)
H (3.048, -0.780, 3.709)
H (2.479, 1.130, 1.964)
H (-1.405, 0.104, 3.345)

## Properties
Kohn-Sham gap (alpha / beta): 5.70 / 3.13 eV
LUMO (alpha / beta): -13.7 / -16.3 eV
Electronic energy: -134249.9762 eV
Highest occupied orbital energy (alpha / beta): -19.4 / -19.4 eV
2S+1: 4
⟨S²⟩: 3.799
Total charge: +4

# 7
The following is a quantum chemistry calculation of H35O17 as an isolated structure, from the OMol25 dataset.

Positions of all 52 atoms, in Å:
O (0.094, -0.736, -2.702)
H (-0.883, -0.571, -3.016)
H (0.657, -1.240, -3.296)
O (0.094, -2.457, -0.827)
H (0.234, -1.977, 0.214)
H (-0.810, -2.864, -0.748)
O (-3.601, 1.780, 0.936)
H (-4.058, 2.653, 1.118)
H (-2.735, 2.141, 0.674)
O (1.285, 2.344, 1.561)
H (1.780, 2.478, 2.299)
H (0.477, 4.275, 0.022)
O (-4.591, -1.161, -1.103)
H (0.869, 4.349, -3.549)
O (-2.349, -2.530, 0.054)
H (-2.911, -3.259, 0.085)
H (-2.962, -1.805, 0.165)
O (3.085, 3.126, -2.427)
H (2.205, 3.065, -2.357)
H (3.528, 2.312, -2.871)
O (0.540, 3.507, -3.111)
H (-5.486, -0.976, -1.180)
H (0.069, 3.918, -2.357)
O (0.317, 0.728, 3.578)
H (-1.152, -3.805, 3.776)
H (0.711, -0.161, 3.613)
O (2.881, 0.929, 3.107)
H (3.651, 0.752, 3.779)
H (2.010, 1.327, 3.610)
O (-1.755, -4.890, -0.637)
H (-0.972, -5.358, -0.749)
H (-2.369, -5.050, 0.035)
O (0.250, -1.578, 1.401)
H (0.204, -2.310, 1.949)
H (1.261, -1.317, 1.354)
O (-0.466, 1.388, 0.359)
H (-0.449, 0.606, -0.239)
H (-0.262, 2.297, -0.195)
O (2.328, -1.099, -4.329)
H (2.831, -0.183, -4.124)
H (-1.013, -2.917, 2.559)
O (-0.313, 4.525, -0.447)
H (-0.713, 5.285, 0.065)
H (0.168, -2.019, -1.637)
O (-0.474, -3.198, 3.362)
H (1.799, 2.516, 0.600)
H (3.072, -1.634, -3.958)
O (2.606, -0.674, 1.154)
H (2.674, 0.313, 1.332)
H (3.417, -1.101, 1.642)
H (-4.239, -0.555, -0.675)
H (-0.059, 0.788, 2.621)

## Properties
Kohn-Sham gap: 10.78 eV
LUMO: -2.6 eV
Electronic energy: -35365.7954 eV
Highest occupied orbital energy: -13.4 eV
Total charge: +1

# 8
The following is a quantum chemistry calculation of C23H47O22V as an isolated structure, from the OMol25 dataset.

Positions of all 93 atoms, in Å:
V (1.873, 2.763, -0.177)
C (-0.718, -0.748, 0.041)
C (0.087, 0.087, 1.027)
O (0.570, 1.228, 0.374)
H (-1.473, -0.201, -0.516)
H (-1.273, -1.515, 0.591)
H (-0.027, -1.246, -0.643)
H (0.790, -0.480, 1.652)
H (-0.590, 0.455, 1.823)
C (1.006, -3.747, -1.272)
O (1.349, -5.006, -1.804)
C (2.557, -5.069, -2.335)
O (3.333, -4.144, -2.407)
O (2.789, -6.302, -2.767)
C (4.054, -6.492, -3.383)
H (1.028, -2.977, -2.050)
H (1.681, -3.361, -0.511)
H (-0.003, -3.772, -0.869)
H (4.028, -7.506, -3.779)
H (4.869, -6.493, -2.655)
H (4.332, -5.791, -4.166)
C (-1.910, -0.286, -3.845)
O (-3.310, -0.423, -3.656)
C (-4.084, 0.375, -4.378)
O (-3.708, 1.243, -5.122)
O (-5.349, 0.077, -4.120)
C (-6.311, 1.029, -4.563)
H (-1.449, -0.655, -2.928)
H (-1.681, 0.763, -4.007)
H (-1.471, -0.929, -4.610)
H (-7.257, 0.822, -4.082)
H (-6.418, 0.946, -5.649)
H (-5.957, 2.051, -4.418)
C (5.528, 2.084, -2.332)
O (5.340, 0.732, -1.897)
C (4.401, 0.504, -1.023)
O (3.631, 1.325, -0.533)
O (4.422, -0.747, -0.659)
C (3.283, -1.229, 0.044)
H (4.734, 2.445, -2.980)
H (6.475, 2.041, -2.863)
H (5.678, 2.760, -1.491)
H (3.351, -2.277, 0.316)
H (2.451, -1.225, -0.667)
H (3.007, -0.598, 0.883)
C (2.013, -1.556, 8.273)
O (2.063, -1.977, 6.912)
C (2.253, -1.075, 5.968)
O (2.141, 0.117, 6.065)
O (2.558, -1.733, 4.838)
C (2.846, -0.909, 3.715)
H (1.205, -2.118, 8.733)
H (1.742, -0.500, 8.314)
H (2.952, -1.714, 8.797)
H (2.667, -1.579, 2.875)
H (3.904, -0.644, 3.721)
H (2.206, -0.036, 3.601)
C (1.461, 6.795, 0.433)
O (0.338, 6.446, 1.262)
C (-0.013, 5.174, 1.282)
O (0.565, 4.287, 0.654)
O (-1.004, 5.008, 2.082)
C (-1.578, 3.714, 2.281)
H (1.554, 7.869, 0.505)
H (1.298, 6.438, -0.585)
H (2.338, 6.252, 0.796)
H (-0.850, 2.946, 2.542)
H (-2.143, 3.350, 1.426)
H (-2.254, 3.853, 3.119)
C (-4.375, -5.551, 1.892)
O (-3.085, -5.430, 2.467)
C (-2.158, -4.754, 1.814)
O (-2.358, -4.041, 0.856)
O (-0.969, -4.992, 2.345)
C (0.020, -3.962, 2.240)
H (-4.346, -5.340, 0.820)
H (-5.075, -4.837, 2.322)
H (-4.705, -6.580, 1.995)
H (-0.398, -3.081, 1.758)
H (0.770, -4.408, 1.588)
H (0.392, -3.727, 3.233)
C (-2.884, 6.708, -2.442)
O (-2.913, 5.306, -2.204)
C (-2.989, 4.929, -0.921)
O (-3.050, 5.692, 0.003)
O (-3.004, 3.606, -0.792)
C (-3.006, 2.786, -1.958)
H (-2.901, 6.866, -3.514)
H (-2.035, 7.176, -1.944)
H (-3.766, 7.189, -2.015)
H (-2.175, 2.937, -2.642)
H (-3.920, 2.816, -2.554)
H (-2.991, 1.775, -1.553)

## Properties
Kohn-Sham gap (alpha / beta): 7.55 / 7.67 eV
LUMO (alpha / beta): -4.1 / -4.2 eV
Electronic energy: -95337.9550 eV
Highest occupied orbital energy (alpha / beta): -11.6 / -11.9 eV
2S+1: 4
⟨S²⟩: 3.766
Total charge: +1

# 9
The following is a quantum chemistry calculation of one molecule with the formula C5H9N3, from the OMol25 dataset.

Positions of all 17 atoms, in Å:
C (-1.695, 0.874, -0.189)
C (-0.606, 1.555, 0.141)
N (0.734, 1.469, 0.025)
N (1.362, 0.477, -0.804)
C (1.502, -0.921, -0.175)
C (0.191, -1.399, 0.479)
N (-1.104, -1.548, -0.326)
C (-1.887, -0.550, -0.466)
H (-2.557, 1.505, -0.029)
H (-0.979, 2.491, 0.544)
H (1.304, 1.625, 0.842)
H (2.237, 0.913, -1.153)
H (2.208, -0.881, 0.607)
H (1.856, -1.640, -0.939)
H (0.387, -2.424, 0.842)
H (-0.026, -0.802, 1.366)
H (-2.929, -0.744, -0.766)

## Properties
Kohn-Sham gap: 8.98 eV
LUMO: 0.7 eV
Electronic energy: -9798.1775 eV
SMILES: C1=C\NNCC\N=C/1
Highest occupied orbital energy: -8.2 eV

These records have energy relative to the best compared isomer or geometry (same formula, charge and spin) values of 560.2; 0.0; 334.4; 21.7; 310.1; 350.1; 629.9; 95.1; 317.4 kJ/mol, in the order they appear.